one) The following is a quantum chemistry calculation of 2 unconnected molecules or ions with the total composition C6H7N, from the OMol25 dataset.

Last columns: bonded neighbours and bond lengths (Å).
Element x y z (Å)
1 N 0.8495 -2.5665 -1.5226  C2 1.157
2 C 0.4576 -1.8805 -0.6774  N1 1.157, C3 1.469
3 C -0.0547 -1.0491 0.4193  C2 1.469, C4 1.513, C7 1.513, H8 1.101
4 C -1.4258 -0.4650 0.1574  C3 1.513, C5 1.340, H10 1.083
5 C -1.3793 0.8585 0.3630  C4 1.340, C6 1.471, H11 1.085
6 C -0.0084 1.2528 0.7234  C5 1.471, C7 1.339, H12 1.085
7 C 0.7814 0.1714 0.7341  C3 1.513, C6 1.339, H14 1.083
8 H -0.1002 -1.6903 1.3126  C3 1.101
9 H 1.2835 1.1299 -1.8874  H13 0.742
10 H -2.2834 -1.0682 -0.1144  C4 1.083
11 H -2.2155 1.5454 0.2873  C5 1.085
12 H 0.3043 2.2728 0.9210  C6 1.085
13 H 1.9441 1.3614 -1.6410  H9 0.742
14 H 1.8469 0.1272 0.9248  C7 1.083

Values from the calculation:
- Gap between HOMO and LUMO: 9.98 eV
- M: 93.129 g/mol
- Structure (SMILES): N#CC1C=CC=C1.[H][H]

Atomic partial charges in e from the Mulliken method, atoms 1 to 6: -0.422 0.125 0.483 -0.725 -0.300 -0.356

---

two) The following is a quantum chemistry calculation of 2 unconnected molecules or ions with the total composition C6H7N, from the OMol25 dataset.

Last columns: bonded neighbours and bond lengths (Å).
Element x y z (Å)
1 N -1.5644 -0.2330 -2.0344  C2 1.173, H9 1.008
2 C -1.5853 -0.1971 -3.2071  N1 1.173
3 C 0.3960 -1.1380 0.3020  C4 1.347, C7 1.502, H8 1.085
4 C -0.5741 -0.6316 1.0870  C3 1.347, C5 1.473, H10 1.086
5 C -0.3503 0.8140 1.2598  C4 1.473, C6 1.344, H11 1.085
6 C 0.7540 1.1697 0.5814  C5 1.344, C7 1.502, H12 1.084
7 C 1.3394 -0.0383 -0.0923  C3 1.502, C6 1.502, H13 1.100, H14 1.099
8 H 0.5037 -2.1687 -0.0182  C3 1.085
9 H -1.4430 -0.3105 -1.0366  N1 1.008
10 H -1.3936 -1.1881 1.5317  C4 1.086
11 H -0.9891 1.4702 1.8412  C5 1.085
12 H 1.1831 2.1632 0.5168  C6 1.084
13 H 1.3998 0.0843 -1.1835  C7 1.100
14 H 2.3617 -0.2450 0.2551  C7 1.099

Values from the calculation:
- Gap between HOMO and LUMO: 10.02 eV
- M: 93.129 g/mol

Atomic partial charges in e from the Mulliken method, atoms 1 to 6: -0.084 -0.176 -0.491 -0.623 -0.232 -0.508

---

Structures ranked by computed energy, the most stable listed first: two), one).

---

one) The following is a quantum chemistry calculation of a single C6H7N molecule, from the OMol25 dataset.

Last columns: bonded neighbours and bond lengths (Å).
Element x y z (Å)
1 C -1.4735 -0.8491 -1.9783  C2 1.223, H8 1.015
2 C -0.7713 -0.2332 -1.1893  C1 1.223, C6 1.547
3 C 0.2381 1.7090 -0.2586  C6 1.435, N7 1.146
4 C 1.5462 -0.3467 0.0813  C6 1.553, H9 1.100, H10 1.062, H11 1.120
5 C -0.6882 -0.1089 1.2734  C6 1.613, H12 1.113, H13 1.153, H14 1.067
6 C 0.1371 0.2923 -0.0532  C2 1.547, C3 1.435, C4 1.553, C5 1.613
7 N 0.2797 2.8320 -0.4812  C3 1.146
8 H -2.2813 -0.9316 -2.5880  C1 1.015
9 H 1.9661 0.1963 0.9404  C4 1.100
10 H 2.1289 -0.2015 -0.7945  C4 1.062
11 H 1.2906 -1.4216 0.2658  C4 1.120
12 H 0.1023 -0.1509 2.0552  C5 1.113
13 H -0.9581 -1.2044 1.0356  C5 1.153
14 H -1.5166 0.4182 1.6913  C5 1.067

Values from the calculation:
- Gap between HOMO and LUMO: 11.29 eV
- M: 93.129 g/mol
- Structure (SMILES): C#CC(C)(C)C#N

Atomic partial charges in e from the Mulliken method, atoms 1 to 6: -0.205 -0.919 -0.078 -1.304 -1.158 1.570

---

two) The following is a quantum chemistry calculation of 2 unconnected molecules or ions with the total composition C6H7N, from the OMol25 dataset.

Last columns: bonded neighbours and bond lengths (Å).
Element x y z (Å)
1 N -1.2413 2.2281 -1.1646  C2 1.158
2 C -0.6207 1.6976 -0.3433  N1 1.158, C3 1.449
3 C -0.0100 0.7836 0.6005  C2 1.449, C4 1.555, C7 1.601, H8 1.098
4 C 1.3507 0.1738 0.1612  C3 1.555, C5 1.512, H9 1.099, H10 1.100
5 C 0.9545 -1.2148 -0.2867  C4 1.512, C6 1.336, H11 1.090
6 C -0.3606 -1.4346 -0.2064  C5 1.336, C7 1.500, H12 1.083
7 C -1.1732 -0.2430 0.2065  C3 1.601, C6 1.500, H14 1.105
8 H -0.0236 1.1766 1.6260  C3 1.098
9 H 1.8105 0.7586 -0.6478  C4 1.099
10 H 2.0800 0.1643 0.9847  C4 1.100
11 H 1.6949 -1.9261 -0.6534  C5 1.090
12 H -0.8482 -2.3660 -0.4671  C6 1.083
13 H -1.7331 0.6024 -0.8503  no bonds
14 H -1.8801 -0.4004 1.0408  C7 1.105

Values from the calculation:
- Gap between HOMO and LUMO: 9.62 eV
- M: 93.129 g/mol

Atomic partial charges in e from the Mulliken method, atoms 1 to 6: -0.570 0.028 0.369 -0.800 -0.340 -0.365

---

Structures ranked by computed energy, the most stable listed first: one), two).

---

one) The following is a quantum chemistry calculation of a single C6H7N molecule, from the OMol25 dataset.

Last columns: bonded neighbours and bond lengths (Å).
Element x y z (Å)
1 C -0.7367 -0.9801 -1.1481  C2 1.520, H8 1.096, H9 1.092, H10 1.093
2 C -0.4772 -0.3112 0.1915  C1 1.520, C3 1.556, C6 1.436, H11 1.106
3 C 1.0177 0.0857 0.3600  C2 1.556, C4 1.448, H12 1.102, H13 1.099
4 C 1.5797 -1.0540 1.0540  C3 1.448, N5 1.150
5 N 2.2994 -1.7960 1.5574  C4 1.150
6 C -1.0974 0.9824 0.2542  C2 1.436, C7 1.220
7 C -1.5311 2.1188 0.3445  C6 1.220, H14 1.159
8 H -0.3296 -0.3724 -1.9637  C1 1.096
9 H -0.2526 -1.9588 -1.1429  C1 1.092
10 H -1.8134 -1.0967 -1.2964  C1 1.093
11 H -0.9066 -0.9125 1.0147  C2 1.106
12 H 1.7455 0.2329 -0.4539  C3 1.102
13 H 1.2813 0.8780 1.0751  C3 1.099
14 H -1.3630 3.2644 0.4055  C7 1.159

Values from the calculation:
- Gap between HOMO and LUMO: 11.00 eV
- M: 93.129 g/mol
- Structure (SMILES): C#C[C@@H](C)CC#N

Atomic partial charges in e from the Mulliken method, atoms 1 to 6: -1.382 0.698 -0.460 0.135 -0.467 -0.621

---

two) The following is a quantum chemistry calculation of a single C6H7N molecule, from the OMol25 dataset.

Last columns: bonded neighbours and bond lengths (Å).
Element x y z (Å)
1 C -0.9728 -2.1621 -0.8876  C2 1.363, N7 1.160
2 C -0.5707 -0.9435 -0.4287  C1 1.363, C3 1.369, C4 1.518
3 C 0.2078 0.1560 -0.6727  C2 1.369, C4 1.435, C5 1.442
4 C -0.6656 0.2842 0.4591  C2 1.518, C3 1.435, C6 1.540, H8 1.071
5 C 1.1476 0.8308 -1.5335  C3 1.442, H9 1.170, H10 1.076, H11 1.052
6 C -0.1724 0.1978 1.9152  C4 1.540, H12 1.163, H13 1.081, H14 1.046
7 N -1.4528 -3.1744 -1.1891  C1 1.160
8 H -1.4859 0.9367 0.2409  C4 1.071
9 H 2.2180 0.4987 -1.1961  C5 1.170
10 H 1.1436 1.8551 -1.2036  C5 1.076
11 H 0.8807 0.7296 -2.5461  C5 1.052
12 H -1.0319 0.3704 2.6788  C6 1.163
13 H 0.3245 1.0681 2.3197  C6 1.081
14 H 0.4299 -0.6474 2.0436  C6 1.046

Values from the calculation:
- Gap between HOMO and LUMO: 9.54 eV
- M: 93.129 g/mol
- Structure (SMILES): CC1=C(C#N)[C@H]1C

Atomic partial charges in e from the Mulliken method, atoms 1 to 6: 0.283 -0.185 0.379 0.021 -1.092 -1.200

---

Structures ranked by computed energy, the most stable listed first: one), two).